No. 1
20
Properties=species:S:1:pos:R:3:forces:R:3:lowdin_charge:R:1 method="wB97M-V/def2-TZVPD" spin_multiplicity=1 total_energy_ha=-270.2744 charge=0 smiles=CCN.CCN relative_energy_kcal_mol=13.3 lumo_ev=1.02
C 1.31730 2.28907 0.63514 -0.7658 0.3799 0.0578 -0.112
C 1.51092 1.13764 -0.34166 1.1282 0.2451 -0.8140 -0.334
N 1.52478 1.57301 -1.74959 0.0223 -0.5649 0.1309 -0.026
H 0.61534 3.07077 0.30429 0.0063 -0.4548 -0.5076 0.069
H 0.83883 1.94804 1.54766 0.5460 -0.0824 0.5518 0.060
H 2.24257 2.84933 0.78756 0.0502 -0.3473 0.3839 0.068
H 2.49071 0.64987 -0.17229 -0.2344 0.4210 0.1194 0.107
H 0.84571 0.29254 -0.22436 -0.5608 0.3494 -0.0502 0.058
H 0.60064 1.81250 -2.08301 -0.0194 0.1147 0.1219 0.055
H 2.11713 2.38615 -1.84088 -0.0211 0.0877 -0.1086 0.055
C -2.09580 -1.18956 -0.45036 -1.3019 0.9926 0.5910 -0.122
C -1.26677 -1.25766 0.81464 1.2533 -1.2380 -0.9294 -0.340
N -0.88981 -2.62943 1.18873 -0.6452 -0.2692 0.5066 -0.025
H -1.66026 -1.71078 -1.29729 0.2048 0.2700 -0.1019 0.071
H -3.09026 -1.60275 -0.27436 -0.0255 -0.4366 0.0396 0.063
H -2.35422 -0.12442 -0.63004 0.5254 -0.4601 -0.4851 0.075
H -0.28769 -0.85539 0.55094 -0.3260 0.7598 0.5761 0.064
H -1.75150 -0.73604 1.64182 0.1999 0.0288 -0.0447 0.103
H -1.60021 -3.30078 0.92427 0.0066 -0.0004 0.0969 0.055
H -0.01394 -2.94022 0.79553 -0.0431 0.2048 -0.1343 0.056

=====

No. 2
67
Properties=species:S:1:pos:R:3:forces:R:3:lowdin_charge:R:1 method="wB97M-V/def2-TZVPD" spin_multiplicity=3 total_energy_ha=-2680.6005 charge=0 lumo_ev="-0.86 / -0.07"
Mo 0.21979 0.01617 -0.11376 1.0245 1.2708 -0.2284 0.184
Cl -0.40222 1.79663 1.29811 0.4333 -0.9306 -0.3546 -0.097
P 3.18109 -0.63599 1.86909 0.7104 -0.0915 0.2015 1.055
C 3.10252 -1.94906 3.19017 0.1397 0.1251 0.0240 -0.523
C 4.70430 -1.04990 0.86835 0.4240 -0.0360 0.5640 -0.535
C 3.54475 0.91159 2.81777 0.1007 0.0361 0.1311 -0.517
C 2.12672 -3.04871 2.75199 -0.1022 -0.1590 0.2836 -0.146
H 2.68429 -1.42186 4.06939 0.1051 -0.2034 -0.3263 0.112
C 4.46652 -2.53783 3.57489 0.2222 -0.3072 0.0763 -0.124
H 4.85838 -3.19350 2.77860 -0.1924 0.1996 0.2656 0.080
H 4.37767 -3.14900 4.48585 -0.0861 0.0908 -0.2594 0.085
H 5.23127 -1.78116 3.77928 -0.2208 -0.1738 -0.0747 0.050
H 1.11087 -2.65447 2.64148 0.1726 -0.1064 -0.0185 0.034
H 2.10823 -3.85440 3.50511 -0.0252 0.2388 -0.2426 0.084
H 2.41591 -3.49298 1.79116 -0.0670 0.0975 0.2231 0.056
H 2.73424 0.96456 3.56998 0.2556 -0.0105 -0.2973 0.111
C 3.44531 2.16337 1.91831 -0.2156 -0.2691 0.2415 -0.111
C 4.88253 0.79656 3.56499 0.2307 0.3619 -0.1779 -0.116
H 4.80036 0.12768 4.41621 0.0070 -0.0280 0.0925 0.061
H 5.20530 1.77739 3.94250 -0.1322 -0.1848 -0.0692 0.082
H 5.68631 0.41876 2.91447 -0.2125 0.1733 0.2180 0.067
H 2.39597 2.37624 1.70202 0.1130 0.0572 -0.0219 0.025
H 3.95788 2.02093 0.97305 -0.0264 0.1507 -0.0110 0.040
H 3.88930 3.02694 2.42427 -0.1095 -0.0957 -0.0296 0.081
C 4.42016 -2.22873 -0.06670 0.1768 0.0038 -0.2559 -0.112
H 5.49217 -1.37991 1.58170 -0.4840 0.2261 -0.3193 0.094
C 5.27306 0.13958 0.08753 0.1441 -0.0765 -0.2146 -0.127
H 4.04900 -3.10894 0.46452 -0.0202 0.1201 -0.0831 0.055
H 5.36167 -2.51767 -0.55913 -0.2492 0.0504 0.0985 0.086
H 3.70893 -1.95129 -0.85467 0.0309 -0.0722 0.2124 0.063
H 4.54080 0.53960 -0.62254 0.1043 -0.0068 0.1576 0.031
H 6.13614 -0.20450 -0.49834 -0.1524 0.0094 0.0937 0.085
H 5.63061 0.94419 0.73850 -0.0968 -0.2002 -0.1526 0.062
Cl 1.92762 0.46564 -1.65970 -0.8141 -0.1600 0.6250 -0.127
H 1.70315 -0.48664 0.88204 -0.9241 0.1818 -0.4338 -0.117
P -3.19993 0.59249 -1.51216 -1.9715 0.2613 -0.8187 1.077
C -4.29793 1.86007 -0.56427 0.2655 -0.5615 -0.0323 -0.547
C -3.68492 1.12617 -3.28787 0.0798 -0.1076 0.4102 -0.574
C -4.36943 -0.92542 -1.32969 0.2041 0.5146 0.3215 -0.556
C -3.44201 2.99319 -0.01046 0.0389 0.1620 0.3375 -0.166
H -4.68243 1.24389 0.27338 0.1855 0.3374 -0.2055 0.100
C -5.49367 2.47743 -1.29102 -0.3338 0.0489 0.0859 -0.132
H -5.17087 3.14543 -2.09456 -0.0832 -0.0446 0.1561 0.062
H -6.06316 3.08638 -0.56876 0.1596 -0.1427 -0.2184 0.085
H -6.18805 1.75287 -1.72382 0.1637 0.1819 0.1168 0.048
H -2.57062 2.61660 0.52947 -0.2309 0.1618 -0.1295 -0.048
H -4.04294 3.60430 0.68246 0.1882 -0.0909 -0.1776 0.080
H -3.08768 3.65727 -0.81188 -0.0577 -0.1773 0.1643 0.071
H -4.52114 -0.93887 -0.23125 0.0718 -0.1804 -0.3885 0.097
C -3.69996 -2.22463 -1.75299 0.3113 -0.2423 0.2732 -0.195
C -5.73811 -0.83159 -2.00182 -0.2357 -0.1975 0.0077 -0.123
H -6.41011 -0.12176 -1.51731 0.0811 -0.1272 -0.0594 0.057
H -6.21873 -1.82414 -1.96270 0.0902 0.3225 0.0207 0.081
H -5.64846 -0.56376 -3.05900 -0.1303 -0.0761 0.1785 0.059
H -2.75616 -2.36011 -1.21101 -0.6413 -0.0059 -0.4934 -0.145
H -3.48835 -2.24959 -2.82913 -0.0577 -0.0530 0.2633 0.064
H -4.35085 -3.07791 -1.50520 0.1323 0.1900 -0.1384 0.080
C -3.03344 2.47403 -3.62253 0.2397 -0.1087 -0.5900 -0.131
H -4.77972 1.26948 -3.31287 0.5028 -0.1043 0.0535 0.078
C -3.31633 0.04473 -4.31270 0.2417 0.2762 -0.3983 -0.130
H -3.39372 3.30005 -3.00466 0.0571 -0.1835 -0.0627 0.044
H -3.22942 2.73080 -4.68357 0.0131 -0.0633 0.4760 0.082
H -1.94391 2.42593 -3.51266 -0.0879 -0.0116 0.0339 0.076
H -2.27987 -0.28813 -4.18629 -0.0741 0.0054 0.0412 0.078
H -3.38218 0.45806 -5.33724 -0.0730 -0.1564 0.3726 0.080
H -3.95951 -0.84128 -4.26715 0.1290 0.2880 0.0289 0.051
I -0.52700 -2.45127 -0.20723 0.5572 -0.3966 0.4331 0.265

=====

No. 3
12
Properties=species:S:1:pos:R:3:forces:R:3:lowdin_charge:R:1 method="wB97M-V/def2-TZVPD" spin_multiplicity=1 total_energy_ha=-306.3901 charge=0 smiles="O=C=CO.C=C" relative_energy_kcal_mol=72.9 lumo_ev=0.51
O 0.66388 1.95376 0.00498 0.1744 -0.8594 -0.2362 0.139
C 0.83820 0.81444 -0.23168 -0.0123 0.6743 0.1902 -0.220
C 1.27916 -0.41367 -0.46605 -0.2341 0.0734 0.0071 -0.190
O 2.57018 -0.59503 -0.94162 0.2608 0.1641 0.0035 -0.018
H 0.66271 -1.29674 -0.39882 0.1018 0.2774 0.0187 0.101
H 3.13830 0.06157 -0.52096 0.0986 -0.2118 -0.0785 0.099
C -1.36044 -0.23512 1.05642 -0.0881 0.0132 -0.1401 -0.085
C -1.74965 0.05144 -0.18459 0.0139 -0.0417 0.1531 -0.086
H -1.13689 -1.25220 1.36858 -0.1197 0.1274 -0.0373 0.062
H -1.21766 0.54383 1.80163 -0.0829 -0.1179 -0.1073 0.067
H -1.93721 1.07594 -0.49636 -0.0405 -0.1707 0.0696 0.066
H -1.85766 -0.71546 -0.94751 -0.0719 0.0717 0.1573 0.065

=====

No. 4
66
Properties=species:S:1:pos:R:3:forces:R:3:lowdin_charge:R:1 method="wB97M-V/def2-TZVPD" spin_multiplicity=5 total_energy_ha=-3247.1478 charge=+2 lumo_ev="-8.48 / -7.63"
Cr 0.16959 1.88057 2.86253 -0.5265 -0.0229 -1.3982 1.147
Mg 2.46851 -1.05452 0.45349 1.0236 -0.3122 0.4055 1.024
B 4.12956 -0.60396 1.74268 0.5821 0.4665 0.9653 -0.299
H 3.95768 0.44063 1.53403 -0.3360 3.9015 -0.9784 -0.038
H 4.99067 -0.79794 2.36323 2.7392 -0.9065 1.7926 0.012
H 3.18643 -0.86404 2.19777 -3.5426 -1.5924 2.4297 -0.058
H 4.17406 -1.12833 0.80071 1.2274 -2.5743 -4.4617 -0.045
B 0.92997 0.08993 1.20468 -0.7063 0.7917 0.7940 -0.413
H 0.21784 0.90050 1.19550 -2.9369 2.3845 -0.4287 -0.032
H 1.84436 0.61808 0.98287 3.4328 1.9051 -0.4377 -0.026
H 0.91819 -0.53086 2.08714 0.3600 -1.9569 3.0952 0.006
H 0.66877 -0.52677 0.35868 -1.5754 -2.3698 -3.4810 -0.009
O -0.97512 -6.85456 -2.67707 -0.8648 1.0340 -0.2186 -0.238
S -0.21282 -5.83360 -3.30687 4.0271 0.7030 -2.5318 0.671
O -0.02882 -5.64413 -4.76352 -1.4801 -0.4192 2.8039 -0.293
O -0.44764 -4.32763 -2.66289 -0.3003 -0.3473 -0.3998 -0.278
C 0.09078 -3.22717 -3.42863 -1.0218 2.2373 -0.0236 -0.240
C -0.27933 -1.82960 -2.68201 0.4963 -2.0040 -1.4109 -0.044
C 1.48020 -6.05027 -2.72467 0.0946 -0.1489 0.5982 -0.129
H -0.38045 -3.09956 -4.40318 -0.3703 -0.6183 0.0681 0.114
H 1.13982 -3.30636 -3.71388 0.2382 -0.3280 0.7812 0.105
H -1.31594 -1.60159 -2.93007 -0.1733 -0.2375 0.6753 0.074
H 0.25788 -1.01677 -3.17072 0.4849 -0.1019 0.1568 0.066
H -0.06705 -1.90717 -1.61571 -0.2161 0.2134 0.0875 0.038
H 2.11395 -5.19676 -2.96544 -0.2530 -0.0263 -0.3156 0.053
H 1.91941 -6.95382 -3.14753 -0.2925 0.0776 -0.2614 0.081
H 1.50387 -6.17416 -1.64199 -0.3248 -0.0052 0.0207 0.065
O -3.73191 2.42098 -2.89689 2.3415 -1.6703 2.5651 -0.249
S -2.87833 1.97338 -1.78096 -1.2153 0.2779 -2.6466 0.731
O -3.07832 2.68651 -0.52296 0.8818 -0.7694 -0.0770 -0.315
O -3.07907 0.33333 -1.53655 0.2922 1.8325 -0.5372 -0.249
C -2.94006 -0.15508 -0.19137 -1.5617 -1.0716 0.3951 -0.274
C -3.35016 -1.64751 -0.07941 0.7168 0.2784 -0.3625 -0.032
C -1.05198 2.03576 -2.25823 -1.3520 0.0105 0.7003 -0.064
H -3.65513 0.38259 0.43126 0.4974 0.4764 0.1791 0.111
H -1.89766 -0.11163 0.12425 -0.0157 0.4925 0.1646 0.089
H -3.52701 -1.91904 0.96131 0.4490 0.2306 0.2485 0.076
H -2.48494 -2.18978 -0.46075 -0.3890 -0.6008 -0.0240 0.067
H -4.27673 -1.99237 -0.53841 0.1627 0.5543 -0.5722 0.097
H -0.76810 3.08569 -2.33005 -0.2447 -0.0187 -0.0041 0.069
H -0.85016 1.52284 -3.19860 -0.4137 -0.0303 0.1278 0.072
H -0.53517 1.56275 -1.42320 0.0586 -0.0580 -0.0377 0.041
C 0.33206 4.63220 0.99636 0.2908 1.1886 -0.2155 -0.050
O 0.91372 3.44334 1.50775 -0.7521 -2.2275 1.0741 -0.190
H 0.53209 4.67996 -0.07406 -0.1910 -0.0127 -0.0423 0.106
H -0.74082 4.70001 1.17639 0.3205 -0.0058 0.2683 0.100
H 0.95828 5.37575 1.48940 -0.8874 0.8521 -0.2137 0.113
H 1.83356 3.56746 1.26265 1.3945 -0.5609 0.2910 0.060
C -1.51496 -0.80085 3.36540 -1.6344 -2.3581 0.2424 -0.106
O -0.63712 0.07865 3.95612 1.8170 3.4386 0.2921 -0.156
H -2.25604 -1.07676 4.11560 -0.3801 0.1192 -0.1161 0.116
H -2.04397 -0.37691 2.51187 0.5205 -0.0341 -0.0412 0.085
H -0.96741 -1.72952 3.20462 -0.2273 -0.0390 -0.9147 0.114
H -0.27126 -0.31900 4.74961 0.1810 0.1061 0.2589 0.141
C -2.80740 2.55491 2.76887 -1.0467 -0.2384 -1.1416 -0.030
O -1.68024 2.32592 1.81351 -0.4356 0.0522 3.2413 -0.219
H -3.63054 1.86713 2.57520 0.4927 -0.8546 0.0556 0.092
H -2.51254 2.47816 3.81542 0.3846 0.0838 -0.2584 0.094
H -3.38556 3.45658 2.56683 0.9784 0.7060 0.0611 0.107
H -1.99608 2.55405 0.93613 -0.4349 0.0963 -1.2089 0.033
C 4.27511 2.99206 -0.09913 -1.3954 -0.7299 -1.9190 -0.135
O 3.74227 3.73049 0.95129 0.2278 0.3923 1.6410 -0.114
H 3.45986 3.06537 -0.81892 0.5735 0.2750 -1.0747 0.083
H 5.21870 3.43094 -0.42333 -0.1554 -0.4056 -0.3632 0.111
H 4.28644 1.91162 0.04450 0.8164 0.0121 0.7197 0.056
H 4.54219 4.06990 1.35934 -0.4508 0.4669 0.9182 0.106

=====

It is found that the M values, taken in the order of the records, are 90.170; 615.240; 86.090; 482.479 u.